Entry 1:
9
Properties=species:S:1:pos:R:3:forces:R:3 method="wB97M-V/def2-TZVPD" charge=0 homo_energy_ev=-10.43 orbital_gap_ev=8.432 spin_multiplicity=1 de_lowest_ev=2.708
O -2.150 -0.301 0.808 0.592 -1.145 -0.805
C -1.243 -0.282 0.018 -0.927 1.458 2.015
N -0.742 0.961 -0.405 -0.218 -0.793 -1.024
C 0.496 1.118 -0.230 0.483 0.795 -0.516
N 1.327 0.369 0.581 0.211 -0.834 0.827
N 1.271 -0.877 0.675 0.608 0.684 0.655
N 0.646 -1.603 -0.279 -3.518 -0.141 -1.472
N -0.586 -1.401 -0.597 2.721 -0.386 0.460
H 0.983 2.015 -0.571 0.049 0.361 -0.139


Entry 2:
6
Properties=species:S:1:pos:R:3:forces:R:3 method="wB97M-V/def2-TZVPD" charge=0 homo_energy_ev=-11.25 orbital_gap_ev=11.688 spin_multiplicity=1 de_lowest_ev=0.340
O -0.205 2.555 0.037 -0.247 2.014 -0.238
C -0.106 1.422 0.128 0.152 -1.669 -0.059
N 0.045 0.254 0.346 0.097 -0.389 0.176
C 0.090 -1.076 -0.075 -1.281 1.044 -1.774
O -0.356 -1.506 -1.106 0.327 0.430 0.556
H 0.531 -1.649 0.670 0.952 -1.430 1.340


Entry 3:
8
Properties=species:S:1:pos:R:3:forces:R:3 method="wB97M-V/def2-TZVPD" charge=0 homo_energy_ev=-11.16 orbital_gap_ev=11.562 spin_multiplicity=1 de_lowest_ev=1.460
O -1.647 0.510 -0.825 -0.246 0.366 0.359
C -0.552 0.098 -0.933 -1.517 0.184 -0.724
N 0.710 0.256 -1.355 3.478 1.688 -0.448
O 0.105 -1.035 -0.892 -0.037 -1.854 0.492
H 1.423 0.547 -0.599 -1.691 -0.428 -1.523
O 0.667 0.720 1.154 1.122 1.433 0.657
C -0.003 -0.122 1.550 -1.328 -1.624 0.895
O -0.704 -0.973 1.900 0.219 0.235 0.294


Entry 4:
8
Properties=species:S:1:pos:R:3:forces:R:3 method="wB97M-V/def2-TZVPD" charge=0 homo_energy_ev="-10.24 / -10.24" orbital_gap_ev="9.357 / 9.357" spin_multiplicity=1 de_lowest_ev=5.739
C 0.451 2.945 -0.345 3.624 3.793 1.233
C -0.400 1.859 -0.292 -1.416 -1.158 -1.525
N -0.773 0.626 -0.451 0.415 -0.573 0.111
O -1.375 0.122 -1.412 0.959 0.923 1.882
O 1.316 3.702 0.081 -2.912 -2.703 -1.416
O -0.547 -0.281 0.647 -2.445 -1.326 -2.465
O -0.362 2.827 -1.430 0.237 -0.674 1.320
H 0.044 -0.105 1.350 1.538 1.718 0.859


Entry 5:
6
Properties=species:S:1:pos:R:3:forces:R:3 method="wB97M-V/def2-TZVPD" charge=0 homo_energy_ev="-9.44 / -9.45" orbital_gap_ev="6.932 / 6.945" spin_multiplicity=1 de_lowest_ev=0.915
C 0.738 0.529 1.155 0.259 -0.764 -0.803
C -0.279 0.193 0.271 0.526 -1.589 -3.487
N 1.621 0.673 1.861 1.213 0.506 1.179
S 0.154 -0.647 -1.182 -0.676 0.291 0.880
S -1.045 -1.348 -2.656 0.833 1.284 2.279
H -1.188 0.600 0.551 -2.155 0.273 -0.048


Entry 6:
7
Properties=species:S:1:pos:R:3:forces:R:3 method="wB97M-V/def2-TZVPD" charge=0 homo_energy_ev=-9.50 orbital_gap_ev=7.473 spin_multiplicity=1 de_lowest_ev=0.280
N -2.598 2.455 -0.423 0.345 -1.832 -0.275
C -2.539 1.290 -0.400 0.458 2.461 0.350
C -2.629 -0.099 -0.146 -2.853 -0.894 0.722
S -4.146 -0.555 0.454 1.967 0.254 -0.637
S -1.600 -1.353 -0.693 0.422 -0.004 -0.390
S 0.400 -0.791 -0.748 0.055 -2.011 1.899
H 0.444 0.269 -1.436 -0.393 2.026 -1.668


Entry 7:
6
Properties=species:S:1:pos:R:3:forces:R:3 method="wB97M-V/def2-TZVPD" charge=-1 homo_energy_ev="-3.06 / -2.98" orbital_gap_ev="5.201 / 5.187" spin_multiplicity=2 s_squared=0.76
C -1.563 -0.437 -0.762 -0.299 3.881 1.273
C -0.427 -0.933 -0.433 -1.014 -2.787 1.090
H -0.773 -1.775 0.282 1.123 0.591 -0.925
O 2.334 -0.124 -0.519 0.257 0.597 0.565
Na 0.832 0.804 0.819 0.249 -0.748 -0.950
O -2.387 0.473 -0.807 -0.316 -1.534 -1.054


Entry 8:
8
Properties=species:S:1:pos:R:3:forces:R:3 method="wB97M-V/def2-TZVPD" charge=-1 homo_energy_ev="-4.70 / -4.67" orbital_gap_ev="7.693 / 7.666" spin_multiplicity=1 de_lowest_ev=4.179
C 0.581 1.389 0.265 -0.177 -0.996 -1.201
C 0.162 -0.216 0.112 -2.304 0.393 -0.077
O -0.274 2.213 0.033 0.481 0.196 0.553
O 1.798 1.251 0.403 -0.219 1.105 0.446
O -2.108 -0.871 0.148 2.147 0.853 0.894
S 0.898 -1.249 -1.100 -0.227 0.028 -1.430
S 0.845 -1.523 0.905 0.381 -1.343 1.956
H -1.902 -0.993 -0.766 -0.081 -0.236 -1.142


Entry 9:
7
Properties=species:S:1:pos:R:3:forces:R:3 method="wB97M-V/def2-TZVPD" charge=+2 homo_energy_ev="-19.61 / -19.27" orbital_gap_ev="9.042 / 6.551" spin_multiplicity=2 s_squared=0.76 de_lowest_ev=1.748
O -0.238 -0.817 0.062 4.411 -1.380 -0.030
C -1.433 -0.157 0.005 -2.603 2.667 0.548
O -1.625 0.960 0.376 0.953 -1.580 -0.762
C 0.998 -0.250 -0.050 -4.570 2.185 -0.845
O 1.120 0.917 -0.445 1.225 -2.282 1.131
Yb 3.383 0.200 0.416 0.373 0.364 -0.106
H -2.206 -0.853 -0.364 0.212 0.025 0.064


Entry 10:
7
Properties=species:S:1:pos:R:3:forces:R:3 method="wB97M-V/def2-TZVPD" charge=+2 homo_energy_ev="-18.47 / -23.20" orbital_gap_ev="4.171 / 10.098" spin_multiplicity=2 s_squared=0.77 de_lowest_ev=1.833
O 0.109 -0.601 1.448 1.096 3.380 -0.186
O -0.702 2.328 0.828 1.305 -3.702 -3.253
O 0.282 -0.740 -0.616 0.388 -2.608 1.251
C -0.352 1.375 0.267 -1.270 5.660 4.678
C 0.336 0.095 0.460 -2.325 -4.127 2.248
Zn 0.266 -0.833 -2.466 0.067 -0.313 -2.534
H 0.061 -1.624 0.079 0.739 1.710 -2.204


Entry 11:
5
Properties=species:S:1:pos:R:3:forces:R:3 method="wB97M-V/def2-TZVPD" charge=0 homo_energy_ev="-9.32 / -8.60" orbital_gap_ev="6.915 / 6.052" spin_multiplicity=1 de_lowest_ev=2.690
C 0.714 -0.153 -1.714 -1.670 -0.408 1.944
C -0.030 -0.372 -0.775 -0.968 0.162 0.993
O -0.778 0.895 2.538 1.052 1.772 1.050
P -1.544 -0.210 2.091 -0.246 -1.726 -2.463
H 1.638 -0.160 -2.140 1.831 0.199 -1.523


Entry 12:
6
Properties=species:S:1:pos:R:3:forces:R:3 method="wB97M-V/def2-TZVPD" charge=-1 homo_energy_ev=-3.87 orbital_gap_ev=6.765 spin_multiplicity=1 de_lowest_ev=3.499
C -0.355 0.644 -0.089 -1.495 5.285 -8.913
C 0.395 -0.468 0.028 1.444 -5.013 3.150
O -0.333 1.085 -1.404 -0.706 -1.812 6.130
S -0.866 -2.421 0.649 1.680 2.811 -1.033
S 1.998 -0.202 0.265 -0.736 -0.690 -0.263
H -0.840 1.362 0.551 -0.187 -0.581 0.929


Entry 13:
9
Properties=species:S:1:pos:R:3:forces:R:3 method="wB97M-V/def2-TZVPD" charge=-1 homo_energy_ev=-3.29 orbital_gap_ev=2.900 spin_multiplicity=1 de_lowest_ev=1.295
In 1.028 -18.464 -4.305 -1.537 0.798 -1.286
C -1.534 -20.836 -6.523 0.080 -2.897 0.790
O -2.222 -20.579 -7.467 -3.629 1.939 -4.746
O -1.714 -22.024 -6.183 0.304 -1.759 1.525
O -0.755 -20.043 -6.087 3.876 2.959 2.995
C -0.581 -15.953 -6.048 1.321 1.523 -0.470
O -1.078 -15.482 -7.084 -0.161 1.644 -1.105
O 0.345 -15.512 -5.325 1.323 0.919 0.511
O -1.052 -17.046 -5.751 -1.577 -5.126 1.787


Entry 14:
7
Properties=species:S:1:pos:R:3:forces:R:3 method="wB97M-V/def2-TZVPD" charge=0 homo_energy_ev="-10.86 / -10.79" orbital_gap_ev="7.985 / 7.948" spin_multiplicity=1 de_lowest_ev=0.977
N -0.600 -1.639 0.140 -0.851 -0.725 0.308
C -0.064 -1.053 -0.705 -1.430 -1.129 3.846
N 0.652 -0.535 -1.555 4.713 3.508 -5.334
O 1.543 0.340 -1.636 -2.393 -1.978 0.940
O 0.368 0.714 1.926 2.535 -0.751 1.365
C -0.486 0.941 1.214 -0.943 0.575 0.614
O -1.413 1.230 0.616 -1.632 0.499 -1.739


Entry 15:
6
Properties=species:S:1:pos:R:3:forces:R:3 method="wB97M-V/def2-TZVPD" charge=-1 homo_energy_ev="-5.06 / -5.06" orbital_gap_ev="8.259 / 8.259" spin_multiplicity=1 de_lowest_ev=1.161
C -0.210 0.256 1.314 1.235 -0.924 -0.819
C 0.099 0.272 -0.992 -1.426 0.603 -0.596
N -0.932 0.861 1.965 -1.144 0.905 1.269
N -0.267 1.262 -1.456 0.010 0.129 -0.822
N 0.812 -0.714 -0.420 1.299 -3.327 1.876
O 0.499 -1.936 -0.411 0.025 2.615 -0.907


Entry 16:
6
Properties=species:S:1:pos:R:3:forces:R:3 method="wB97M-V/def2-TZVPD" charge=0 homo_energy_ev=-12.04 orbital_gap_ev=9.593 spin_multiplicity=1 de_lowest_ev=3.708
N -0.657 1.662 -0.170 0.013 0.687 0.114
C -0.186 0.978 0.623 -1.027 2.473 -0.144
N 0.219 -0.023 1.412 -0.063 0.311 0.015
N 0.365 -1.005 0.684 0.987 -3.490 -1.330
C 0.196 -0.909 -0.717 0.074 0.468 2.303
N 0.064 -0.702 -1.833 0.016 -0.449 -0.958


Entry 17:
7
Properties=species:S:1:pos:R:3:forces:R:3 method="wB97M-V/def2-TZVPD" charge=+1 homo_energy_ev="-16.67 / -16.67" orbital_gap_ev="6.800 / 6.788" spin_multiplicity=1 de_lowest_ev=7.079
C -1.413 -0.206 0.151 -3.362 0.701 -0.506
C -0.144 -0.146 0.107 0.337 -0.273 -0.056
N -3.648 0.135 -0.132 3.259 -0.569 0.473
N 0.628 1.130 0.034 -2.188 2.034 0.240
N 0.879 -1.140 0.012 -1.907 -2.222 0.206
N 1.767 0.778 -0.077 1.614 1.715 -0.163
N 1.931 -0.551 -0.095 2.249 -1.386 -0.194


Entry 18:
8
Properties=species:S:1:pos:R:3:forces:R:3 method="wB97M-V/def2-TZVPD" charge=0 homo_energy_ev=-9.02 orbital_gap_ev=6.976 spin_multiplicity=1
C -0.169 1.339 -0.330 -0.438 0.016 -0.271
C -0.909 -1.153 0.408 -0.261 -0.201 0.905
O -0.828 2.327 -0.215 -0.023 0.085 0.098
O -1.437 -1.312 1.455 0.067 0.088 -0.057
P -0.981 -0.203 -1.132 0.059 0.395 -0.444
P 1.629 1.351 0.194 0.641 -0.785 0.139
P 0.492 -1.745 -0.615 0.430 -0.443 -0.437
P 2.202 -0.604 0.235 -0.475 0.846 0.068


Entry 19:
6
Properties=species:S:1:pos:R:3:forces:R:3 method="wB97M-V/def2-TZVPD" charge=0 homo_energy_ev=-9.85 orbital_gap_ev=9.620 spin_multiplicity=1 de_lowest_ev=0.190
C 2.260 -0.534 0.350 0.423 -0.828 1.434
C -2.458 0.056 -0.256 0.189 0.498 -0.037
O 1.961 -1.559 0.812 -0.247 0.181 -0.668
O 2.645 0.506 0.041 -0.102 0.621 -0.767
S -3.921 0.175 -0.765 0.356 -0.260 0.164
S -0.979 0.083 0.238 -0.618 -0.212 -0.127


Entry 20:
6
Properties=species:S:1:pos:R:3:forces:R:3 method="wB97M-V/def2-TZVPD" charge=0 homo_energy_ev="-5.57 / -10.12" orbital_gap_ev="5.848 / 5.499" spin_multiplicity=3 s_squared=2.01 de_lowest_ev=1.472
C -1.595 0.101 0.023 -0.863 0.466 2.815
C 1.435 -0.045 0.174 -1.969 0.412 -1.057
O -2.424 0.196 0.838 -0.653 -0.138 0.162
O 0.954 0.441 1.094 -0.390 0.969 2.810
S 2.369 -0.752 -0.878 1.483 -1.173 -1.738
S -0.738 0.059 -1.251 2.393 -0.537 -2.993